# 1
C14H23F5N5O5PPt | ωB97M-V with the def2-TZVPD basis set

Each line ends with the natural charge from an NBO analysis.
CARTESIAN COORDINATES (ANGSTROEM)
Pt (0.52366, -1.24966, -0.28802)  1.12
C (0.95822, -4.44590, -2.31211)  -0.74
C (-0.20265, -4.04070, -1.56630)  0.60
N (-0.43378, -2.86919, -0.92684)  -0.53
C (-1.76869, -2.97178, -0.45644)  0.14
C (-2.24502, -4.25428, -0.67398)  0.26
N (-1.24831, -4.88455, -1.38430)  -0.49
C (-3.55788, -4.90394, -0.37988)  0.71
O (-4.53445, -4.11645, 0.02154)  -0.63
O (-3.73572, -6.05081, -0.64365)  -0.46
C (-2.27525, -1.73176, 0.19953)  0.74
O (-3.51605, -1.59988, 0.42984)  -0.60
O (-1.36741, -0.92372, 0.48524)  -0.72
H (1.09272, -3.83815, -3.19466)  0.31
H (0.95457, -5.52641, -2.57609)  0.27
H (1.88625, -4.38235, -1.69795)  0.33
H (-1.22538, -5.86498, -1.62133)  0.48
H (-4.30006, -3.11556, 0.16385)  0.53
F (3.16024, -1.24872, 0.85381)  -0.34
C (2.53120, -1.15719, -0.39094)  0.32
F (2.93174, 0.09486, -0.87038)  -0.36
C (3.30112, -2.15308, -1.44868)  0.93
F (3.34377, -3.47557, -1.09733)  -0.32
F (4.55021, -1.78989, -1.73101)  -0.27
F (2.50473, -2.10599, -2.63725)  -0.37
C (-0.86256, 2.78447, 3.10864)  -0.41
N (-0.98782, 2.30543, 1.72682)  -0.81
C (-2.37843, 1.97804, 1.42142)  -0.42
P (0.24563, 1.93161, 0.71493)  2.43
O (0.83800, 0.50832, 0.71694)  -1.09
N (-0.25429, 2.50154, -0.71061)  -0.74
C (0.51614, 2.17545, -1.97389)  -0.42
C (-1.27769, 3.55118, -0.92841)  -0.41
N (1.53472, 2.72750, 1.29819)  -0.42
C (1.55195, 4.17969, 1.49622)  -0.44
C (2.79077, 2.13354, 1.82464)  -0.46
H (0.20455, 2.82163, 3.43383)  0.20
H (-1.41078, 2.10449, 3.79440)  0.23
H (-1.39335, 3.82061, 3.24434)  0.23
H (-2.91288, 2.93841, 1.22614)  0.20
H (-2.84427, 1.51297, 2.26512)  0.23
H (-2.51938, 1.24339, 0.58946)  0.25
H (1.06811, 1.24243, -1.85037)  0.23
H (1.27723, 2.91974, -2.12523)  0.22
H (-0.11529, 2.15208, -2.87138)  0.24
H (-1.77762, 3.84031, -0.03439)  0.23
H (-1.93109, 3.25403, -1.77238)  0.24
H (-0.77532, 4.46796, -1.30839)  0.22
H (0.66740, 4.65290, 1.04889)  0.24
H (2.43477, 4.48548, 1.00017)  0.25
H (1.55719, 4.38930, 2.57057)  0.27
H (3.22955, 1.34938, 1.15065)  0.30
H (2.67556, 1.67893, 2.81634)  0.28
H (3.52141, 2.95484, 1.87065)  0.24

Properties
Spin multiplicity = 5
Calculated total energy = -2156.5117 Ha
E_HOMO (alpha / beta) = -12.714 / -15.837 eV
Net charge = +2
<S²> = 6.023
Energy above the lowest of the compared OMol25 structures with the same formula, charge and spin = 1.908 eV



# 2
C8H11O3P | ωB97M-V with the def2-TZVPD basis set

Each line ends with the natural charge from an NBO analysis.
CARTESIAN COORDINATES (ANGSTROEM)
C (2.85137, -1.28185, -2.45660)  -0.42
C (-1.08215, 1.21908, -2.39203)  -0.31
C (-1.13837, -0.04346, 4.22437)  -0.38
C (1.61592, -0.94801, -2.75143)  -0.29
C (0.18145, 0.95699, -2.19380)  -0.24
C (-0.81126, -0.45172, 2.94424)  -0.20
C (0.64444, -0.40973, -1.84655)  0.42
C (-1.82297, -0.52864, 1.82152)  -0.11
O (1.09021, -0.43004, -0.42662)  -0.72
O (-0.42899, -1.38632, -1.56529)  -0.81
O (-1.23459, -0.36783, 0.56273)  -0.75
P (-0.12008, -1.45378, 0.05298)  1.56
H (3.71932, -1.69080, -3.08901)  0.21
H (3.15495, -1.11064, -1.46753)  0.19
H (-1.42522, 2.22295, -2.73100)  0.20
H (-1.86135, 0.38751, -2.21466)  0.22
H (-0.45105, 0.08343, 4.99831)  0.20
H (-2.13607, 0.31615, 4.39763)  0.20
H (1.21786, -1.10830, -3.80889)  0.22
H (0.92717, 1.61213, -2.39091)  0.21
H (0.05678, -0.74205, 2.38900)  0.19
H (-2.71798, 0.21801, 1.79491)  0.21
H (-2.20104, -1.51731, 1.86213)  0.18

Properties
Spin multiplicity = 3
Calculated total energy = -878.1960 Ha
E_HOMO (alpha / beta) = -3.564 / -9.288 eV
Net charge = 0
<S²> = 2.016



# 3
C15H60N30O15 | ωB97M-V with the def2-TZVPD basis set

Each line ends with the Mulliken charge.
CARTESIAN COORDINATES (ANGSTROEM)
C (7.47800, 4.44987, -1.01678)  0.63
O (8.01435, 3.46268, -0.58894)  -0.62
N (6.28834, 4.84251, -0.77809)  -0.40
N (8.02120, 5.43040, -1.70638)  -0.40
H (5.97692, 5.80329, -0.78299)  0.18
H (5.79311, 4.13523, -0.25407)  0.21
H (7.50508, 6.29400, -1.61748)  0.16
H (9.01541, 5.35944, -1.86953)  0.24
C (4.62336, 4.90311, 4.80275)  0.56
O (5.02555, 4.70930, 5.95055)  -0.67
N (4.58095, 4.11307, 3.74414)  -0.37
N (4.34839, 6.10526, 4.37293)  -0.33
H (4.46297, 3.12838, 3.93532)  0.26
H (3.93380, 4.46682, 3.05409)  0.21
H (4.49047, 6.92207, 4.94976)  0.21
H (3.90631, 6.22088, 3.47220)  0.13
C (-3.91215, -6.47706, -3.15070)  0.72
O (-3.59408, -6.13899, -4.28858)  -0.68
N (-4.04648, -5.62798, -2.16983)  -0.35
N (-3.94118, -7.73577, -2.78704)  -0.37
H (-3.94621, -4.62867, -2.27663)  0.19
H (-4.38768, -5.91727, -1.26428)  0.15
H (-3.78018, -8.51768, -3.40576)  0.21
H (-4.11310, -7.92086, -1.80915)  0.14
C (-2.94397, 2.59831, -7.24508)  0.72
O (-2.35055, 2.50964, -6.21971)  -0.64
N (-3.70683, 1.59794, -7.70540)  -0.42
N (-2.88181, 3.63310, -7.98551)  -0.39
H (-3.55092, 0.67596, -7.32366)  0.23
H (-4.26570, 1.86970, -8.50158)  0.14
H (-3.59577, 3.73652, -8.69238)  0.14
H (-2.23014, 4.38323, -7.80455)  0.22
C (2.63900, -1.77827, 4.94397)  0.68
O (2.80344, -0.57699, 5.00262)  -0.67
N (3.10564, -2.54693, 4.05116)  -0.33
N (2.16017, -2.45365, 5.98882)  -0.41
H (3.49516, -2.17909, 3.19496)  0.20
H (2.99701, -3.54746, 4.13643)  0.16
H (1.74932, -1.88290, 6.71378)  0.22
H (2.08352, -3.45225, 6.11926)  0.15
C (-5.56484, 0.93112, -2.16837)  0.66
O (-4.89188, -0.10104, -2.10327)  -0.67
N (-6.49115, 1.23978, -1.34565)  -0.39
N (-5.60925, 1.88710, -3.09796)  -0.39
H (-6.61047, 0.57694, -0.59299)  0.23
H (-7.12747, 2.02205, -1.40264)  0.16
H (-4.96788, 1.74143, -3.86446)  0.20
H (-6.46917, 2.40481, -3.21034)  0.19
C (-0.56492, 6.72610, 1.65348)  0.62
O (0.53676, 6.25336, 1.71229)  -0.62
N (-1.62417, 5.93362, 1.54683)  -0.42
N (-0.90053, 8.02571, 1.58167)  -0.39
H (-1.36494, 5.05632, 1.97491)  0.23
H (-2.57613, 6.27092, 1.55636)  0.19
H (-0.24096, 8.78246, 1.69306)  0.21
H (-1.81915, 8.20748, 1.20324)  0.17
C (1.19818, -6.06873, -0.96033)  0.68
O (1.17912, -7.29883, -1.14678)  -0.73
N (0.33860, -5.47114, -0.30200)  -0.32
N (2.14974, -5.37890, -1.35121)  -0.36
H (0.54659, -4.49794, -0.12964)  0.13
H (-0.58810, -5.83794, -0.13825)  0.22
H (2.00404, -4.38513, -1.45752)  0.16
H (2.97368, -5.86798, -1.67063)  0.21
C (0.28919, 0.66464, -0.40483)  0.69
O (1.32385, 1.26285, -0.21791)  -0.71
N (-0.36683, 0.13134, 0.53825)  -0.40
N (-0.35977, 0.51253, -1.50767)  -0.27
H (-0.00650, 0.48848, 1.41159)  0.23
H (-1.34012, -0.11376, 0.42549)  0.20
H (-1.24138, 0.10325, -1.23317)  0.07
H (-0.19698, 0.95893, -2.39892)  0.19
C (-5.42534, -1.50659, 4.49453)  0.73
O (-5.08456, -0.51109, 3.84881)  -0.70
N (-4.84239, -1.92732, 5.51986)  -0.33
N (-6.69539, -1.92488, 4.45409)  -0.39
H (-5.28269, -2.75585, 5.89373)  0.14
H (-3.99085, -1.60986, 5.96055)  0.20
H (-7.40736, -1.35577, 4.01897)  0.20
H (-6.98076, -2.71920, 5.00878)  0.15
C (0.04330, -2.38243, -6.71750)  0.62
O (0.25997, -3.47438, -7.09805)  -0.61
N (0.50503, -1.23223, -7.17475)  -0.40
N (-0.83789, -2.08692, -5.87308)  -0.36
H (-0.04299, -0.38542, -7.12297)  0.17
H (1.31002, -1.30112, -7.78085)  0.19
H (-0.71319, -1.20778, -5.39175)  0.19
H (-1.42454, -2.83123, -5.52386)  0.21
C (-3.13908, -7.18559, 3.11771)  0.71
O (-3.96913, -7.33003, 2.21933)  -0.68
N (-2.83341, -8.17483, 3.90938)  -0.39
N (-2.46983, -6.13405, 3.47424)  -0.35
H (-2.16228, -8.03078, 4.65028)  0.14
H (-3.41360, -9.00151, 3.89992)  0.22
H (-1.91452, -6.32090, 4.29693)  0.14
H (-2.65786, -5.18242, 3.19292)  0.22
C (5.50781, -1.60644, -1.51691)  0.71
O (6.42694, -2.40463, -1.74344)  -0.70
N (5.19940, -0.98790, -0.42064)  -0.32
N (4.58764, -1.32336, -2.38819)  -0.37
H (5.91504, -0.89152, 0.28551)  0.24
H (4.37178, -0.41523, -0.50548)  0.13
H (4.66356, -1.77402, -3.28889)  0.20
H (3.83718, -0.70725, -2.11014)  0.11
C (3.62578, 3.32805, -5.67370)  0.68
O (3.44579, 3.39673, -6.87963)  -0.68
N (2.80138, 3.47321, -4.68778)  -0.35
N (4.68889, 2.89591, -5.16723)  -0.37
H (1.80870, 3.49642, -4.87261)  0.19
H (3.14947, 3.58278, -3.74601)  0.17
H (4.80994, 2.65273, -4.19444)  0.15
H (5.42368, 2.54946, -5.76736)  0.21
C (-1.30944, 1.46416, 8.66179)  0.65
O (-1.39522, 0.26824, 8.60989)  -0.66
N (-1.79892, 2.18845, 9.59124)  -0.39
N (-0.72529, 2.25641, 7.83440)  -0.36
H (-1.44296, 3.12993, 9.67498)  0.17
H (-2.28058, 1.74946, 10.36286)  0.22
H (-0.30764, 1.85659, 7.00626)  0.21
H (-0.70147, 3.26523, 7.87710)  0.16

Properties
Calculated total energy = -3378.9999 Ha
E_HOMO = -8.866 eV
Net charge = 0
Energy above the lowest of the compared OMol25 structures with the same formula, charge and spin = 15.283 eV